No. 1
Molecular formula: C56H151N14O18Pb
Method: DFT, the ωB97M-V functional and the def2-TZVPD basis

XYZ file:
```
240
Properties=species:S:1:pos:R:3:mulliken_charge:R:1
H 1.929 4.027 -4.966 0.42
H 4.845 -4.683 -5.837 0.31
C 3.466 -4.283 -3.373 -0.21
H 3.713 -3.214 -3.152 -0.20
C 4.404 -0.266 -0.706 2.34
H 4.374 -4.867 -3.191 0.40
C 4.486 4.170 6.359 0.30
H -7.136 -0.953 -0.975 0.22
H -7.453 0.204 -2.329 0.29
H -8.413 -1.280 1.039 0.21
H -3.188 -1.696 2.762 -0.71
H -5.158 -6.515 2.900 0.38
H 3.733 -0.870 4.681 0.26
H -3.422 -0.633 -2.679 -0.88
H 0.325 5.825 -3.574 0.51
N -4.145 0.640 -4.648 -0.39
H 5.529 -3.899 4.317 0.26
H -3.294 3.955 -4.011 0.21
H -4.890 -1.400 -0.607 0.18
H 6.506 5.987 -0.771 0.36
N 2.886 -4.433 -0.980 -0.30
H 2.781 2.951 6.747 0.25
O -4.838 -4.748 3.934 0.04
C -2.047 2.068 3.595 -1.32
C 4.730 -2.316 3.480 0.91
H 0.506 2.205 -8.082 0.24
H -5.159 -0.156 5.328 0.39
H -4.372 1.271 -5.384 0.35
Pb -1.211 1.236 -3.708 1.33
H 1.086 4.633 1.142 -0.16
H 0.084 -1.745 -3.580 -0.87
O -2.408 4.651 2.304 -0.44
H -1.358 6.156 1.284 0.12
H 0.600 5.584 -0.281 0.45
H 3.477 -0.767 -2.559 -0.32
H -5.666 -2.143 1.544 0.15
H -1.251 1.891 -7.957 0.33
C 5.989 3.897 6.532 -1.28
H -5.463 0.908 3.889 0.30
C -1.715 -5.862 1.325 -1.01
H 7.518 6.267 3.582 0.29
H 7.405 4.411 -0.496 0.30
H -1.220 -1.383 -1.584 -1.39
H 1.233 -0.674 -5.444 -0.02
H -2.677 3.636 0.581 0.07
C -0.438 -0.144 -6.619 -0.95
H 0.328 -4.372 -1.850 -0.16
H 4.048 3.267 4.440 -0.15
C -2.734 -4.886 -0.879 -1.21
H -0.053 -0.462 -7.623 0.48
H -3.602 -0.927 -6.569 0.13
H -1.352 5.467 -1.486 0.52
H 2.481 1.127 3.435 0.60
O 0.919 -0.585 -1.241 0.28
H -5.161 -2.125 3.977 -0.53
H 3.930 2.963 7.856 0.24
H -4.842 -5.495 5.784 0.49
H -2.032 6.001 -3.768 0.45
C -3.226 -0.311 -1.646 2.03
H -0.381 3.149 -6.907 0.04
H 2.214 3.886 3.174 -0.05
H 5.228 -0.930 -2.611 0.30
H -6.465 -5.986 3.980 0.30
H 3.024 -1.702 -0.322 0.53
H 4.178 -1.525 0.778 -0.53
C 1.079 -3.981 -2.554 0.55
O 0.732 1.080 0.097 -0.46
O -3.024 -2.188 -4.963 -0.33
H 4.990 2.988 -1.048 0.24
H -3.520 -4.099 2.137 -0.51
H -2.679 0.359 1.703 -0.76
C -2.114 3.520 1.508 0.24
H -2.920 4.804 -1.847 0.55
H -4.599 1.086 -3.866 0.21
H 5.401 -2.240 2.594 0.19
C -5.636 -0.077 4.334 -1.71
N 4.007 -1.567 -0.194 -0.53
N 0.738 0.595 -1.008 -0.06
N -2.324 1.220 1.293 2.05
H -2.693 -2.205 -0.805 0.28
C -3.491 -3.364 -4.238 -0.81
C 2.303 4.852 3.539 -0.27
O 0.394 1.333 -1.991 -0.88
N -2.034 -3.904 4.683 0.15
H 6.397 -2.606 4.745 0.26
H 2.360 4.369 -3.223 0.37
H 3.310 -4.067 -6.636 0.28
H 3.681 0.530 -0.419 -1.14
H -0.978 1.991 3.408 0.25
N -3.262 -3.859 1.186 0.48
O -0.579 -2.164 2.953 1.10
C -3.190 -4.221 5.535 -0.71
H -3.635 -6.280 4.755 0.35
C -0.091 -2.558 4.187 -0.43
H -0.549 -2.911 -6.298 0.04
H -1.708 -6.913 0.985 0.36
H -2.213 2.835 4.332 0.41
H 6.752 7.836 3.511 0.27
H -0.757 -3.165 6.143 0.53
H 4.270 5.090 6.904 0.25
H -2.325 -3.601 3.787 -0.40
H 0.521 -1.773 4.534 0.69
C 2.443 -4.672 -2.309 -0.29
H -1.071 3.464 1.301 -0.33
H 0.895 -2.311 1.547 -0.25
N -2.361 3.951 -4.305 -0.41
C 5.744 0.076 -0.098 -1.65
C 4.383 -0.261 -2.260 -0.33
H -2.433 -3.262 1.265 -0.38
H 2.790 3.036 -1.155 -0.28
H -2.042 -4.076 -1.074 -0.28
H 1.138 -3.135 -5.696 -0.02
N 5.422 4.572 0.369 0.04
H 6.182 3.524 7.572 0.33
H 8.356 7.493 2.769 0.35
H -4.674 -2.332 -6.251 0.40
H -7.030 0.762 -0.672 0.27
C 4.671 3.967 -0.766 -1.57
O 3.558 -0.468 2.682 0.85
H 3.747 -3.963 2.454 0.47
N -3.818 -0.935 2.955 0.74
H -9.225 -2.479 1.993 0.37
O 6.746 6.667 1.753 -0.29
H -6.751 -0.209 4.487 0.42
H 0.640 3.821 -0.236 -0.04
H 6.639 4.743 6.246 0.32
C -2.172 -1.236 -1.002 1.27
C 3.204 3.714 -0.400 1.38
C 4.072 4.311 4.880 0.13
C 0.450 -1.542 2.170 0.55
O 2.389 4.842 -0.463 -0.61
H -6.690 0.270 -4.483 0.32
C 3.484 -3.192 3.145 -0.77
H 3.666 0.351 -4.596 -0.01
O -5.496 0.089 -1.916 -0.10
H 0.126 -5.551 3.144 0.36
H -3.587 1.726 -2.010 0.33
O 4.403 1.051 -2.778 -0.02
H -1.506 -0.229 -6.699 0.01
H 4.742 4.589 -1.688 0.39
H 3.135 3.320 0.631 0.16
H -2.676 -3.696 -3.581 0.11
O -7.360 -2.092 2.685 -0.45
H 3.101 5.361 2.900 0.21
H 4.250 -3.046 -5.511 0.22
H 1.237 -1.110 2.787 -0.08
H -3.633 -4.116 -4.994 0.52
C 3.929 -4.087 -5.753 -0.71
H -6.395 -0.522 1.789 0.32
H 2.757 -2.600 2.584 -0.57
C -1.168 -2.875 5.176 -1.27
C 4.326 -0.901 3.785 -1.27
H 5.620 0.069 1.003 0.18
H 4.745 5.015 4.343 0.25
H 2.839 1.112 1.634 -0.34
H -1.812 -0.818 -0.069 -0.84
H -3.211 6.098 0.960 0.26
C -4.072 -5.289 5.005 -0.77
H -1.642 -1.902 5.366 0.27
H -6.379 0.065 -6.261 0.40
H 4.100 1.578 2.752 0.30
C -6.281 -0.393 -5.289 -1.71
H -3.886 -3.421 5.699 0.28
C 3.199 0.914 2.651 -0.97
H -3.699 2.407 2.233 0.39
C 0.557 -5.599 2.150 -0.50
H 8.448 6.056 0.692 0.43
C -0.162 5.019 -4.033 -1.42
C 0.472 -2.446 -6.214 -1.11
H -2.349 1.074 3.931 0.04
H -7.867 -3.021 0.859 0.24
C 7.361 7.138 2.939 -0.82
H 1.392 -4.906 2.009 -0.26
H -0.043 5.029 -5.110 0.41
C -6.120 -1.480 2.249 -0.31
H -2.841 -4.553 6.517 0.48
H 0.560 -3.433 4.081 -0.13
H -3.721 -5.787 0.751 0.46
O 0.445 3.786 -3.575 0.80
H -1.285 -1.766 -4.478 -0.18
H -6.810 -1.361 -5.253 0.41
H -3.385 -0.345 3.639 -0.24
H 0.894 -2.327 -7.207 0.64
H 4.858 5.287 0.793 0.19
H 6.299 3.112 5.854 0.28
H 2.664 -5.139 -0.337 0.18
H 1.370 5.354 3.390 0.38
C -1.835 4.712 -2.083 -0.93
H 6.199 0.984 -0.425 0.41
H 1.269 -2.939 -2.328 -0.90
H 4.573 2.013 -4.576 0.26
N -0.485 -1.195 -4.303 1.37
H -2.398 4.343 -5.260 0.24
H 2.081 2.717 -3.742 0.14
C -2.392 5.958 1.700 -0.53
C 0.229 -1.073 -5.553 1.11
C -4.838 -0.619 -4.831 1.10
H 0.063 -0.835 1.437 -0.81
H -2.688 6.651 2.480 0.32
C -5.178 -1.219 3.382 1.18
C -2.612 2.342 2.195 0.14
H -4.403 -3.132 -3.653 0.27
H -6.191 -5.243 2.484 0.22
O 3.036 -4.471 -4.709 -0.34
H -4.975 -1.108 -3.849 -0.44
O -0.156 1.229 -6.271 -0.05
H -1.315 1.104 1.108 -0.65
O -0.439 -5.235 1.127 0.08
H 3.088 -3.528 4.076 0.72
H -1.451 3.761 -1.667 -0.27
H -1.945 -5.757 2.376 0.38
H 2.320 -5.749 -2.419 0.51
C -2.864 -5.106 0.627 0.46
N 3.811 2.936 6.850 -0.66
H 7.733 4.808 1.718 0.32
H -2.461 1.426 -0.841 -0.63
C 1.815 3.746 -3.886 -1.29
H 0.822 -4.070 -3.585 0.50
C -0.358 2.148 -7.386 -0.66
H -3.733 -4.781 -1.256 0.49
C -5.674 -5.676 3.322 -0.95
H 0.873 -6.713 1.984 0.28
H 6.505 -0.706 -0.299 0.38
C -4.609 -0.380 -0.927 -1.56
C 4.550 0.973 -4.206 -0.59
C -6.829 -0.016 -1.433 -0.72
H 3.542 -3.758 -0.691 0.14
H -4.589 0.318 -0.068 0.17
C -4.035 -1.555 -5.742 -0.71
C 1.133 4.723 0.070 -0.10
H 5.263 -0.340 3.982 0.33
N 5.453 -2.929 4.583 -0.75
C 7.506 5.702 1.088 -0.62
C -1.613 4.986 -3.583 0.02
H 5.507 0.544 -4.518 0.33
C 6.699 5.168 -0.044 -0.61
H -2.287 -5.762 -1.318 0.68
N -2.770 1.114 -1.770 1.18
C -8.255 -2.252 1.580 -0.65
O 2.715 4.872 4.891 -0.50
```

For the calculated total energy, the calculation gives -4537.3953 hartree. For the HOMO energy, the calculation gives -9.953 eV. Its spin multiplicity is 1. Its total charge is +1. The LUMO energy comes out at -2.00 eV.

---

No. 2
Molecular formula: C25H21BaClN2O7
Method: DFT, the ωB97M-V functional and the def2-TZVPD basis

XYZ file:
```
57
Properties=species:S:1:pos:R:3:mulliken_charge:R:1
C -2.412 2.454 1.917 -0.20
O -0.959 -3.370 -0.593 -0.96
O 4.962 -1.559 2.553 -0.87
C 3.299 2.247 -0.945 -0.21
H -2.135 -0.175 -1.908 0.43
N 1.981 -2.332 0.800 -0.61
H 5.602 -2.826 2.021 0.49
C -0.637 2.113 3.304 -0.56
C 2.799 0.437 -2.359 -0.30
C 3.240 -2.457 1.202 -0.13
H 5.239 2.361 -3.732 0.31
C -3.785 0.056 -0.557 0.62
C -5.605 0.511 1.105 -1.43
C 3.787 -3.670 0.714 0.58
C -1.261 2.925 1.263 -0.60
H -2.689 1.855 -3.209 0.42
Ba 0.957 0.097 0.921 2.04
H -3.390 -3.067 0.032 0.40
H -4.932 0.511 1.965 0.25
C -3.301 1.563 -2.367 -0.98
Cl -4.767 3.787 -2.882 -0.29
H -0.035 1.834 4.160 0.40
H 0.736 -3.494 -0.304 0.21
N 1.706 -3.414 0.067 0.35
H 3.167 2.830 -0.031 0.20
C 2.517 1.094 -1.146 -0.39
C -0.162 2.717 2.120 -1.21
C -2.974 -2.178 -0.442 -1.05
H -1.220 3.361 0.272 0.41
H 3.922 0.306 -4.195 0.31
O -3.572 -1.061 0.184 -0.44
O 5.358 -5.380 0.334 -0.67
H -2.688 1.509 3.913 0.39
H 4.829 3.606 -1.623 0.31
C 5.111 -4.320 0.879 0.39
C 4.257 2.708 -1.844 -0.65
C 3.814 -1.365 2.086 0.69
H -5.935 2.664 -0.551 0.32
O -0.827 -1.201 -0.038 -0.49
C 4.491 2.015 -3.025 -0.21
C -4.842 0.870 -0.134 0.82
C -3.005 0.412 -1.648 -0.37
O 5.991 -3.706 1.640 -0.58
H -6.405 1.229 1.286 0.39
C 2.752 -4.239 -0.009 -0.59
H -6.034 -0.490 1.031 0.37
C 3.752 0.868 -3.280 -0.58
H 2.251 -0.473 -2.613 0.23
H 0.858 3.041 1.936 0.73
C -4.366 2.345 -1.972 0.29
H -3.234 -2.213 -1.505 0.42
H 2.725 -5.167 -0.554 0.52
C -1.449 -2.250 -0.336 0.56
C -2.029 1.950 3.174 -0.79
O 3.086 -0.366 2.265 -0.71
C -5.124 2.016 -0.859 -0.59
H -3.416 2.478 1.516 0.61
```

For the calculated total energy, the calculation gives -2087.3307 hartree. For the HOMO energy, the calculation gives -1.797 eV. Its spin multiplicity is 1. Its total charge is -2. The LUMO energy comes out at 4.05 eV.

---

No. 3
Molecular formula: C42H54AsCl4Ge2N4O3RbS3
Method: DFT, the ωB97M-V functional and the def2-TZVPD basis

XYZ file:
```
114
Properties=species:S:1:pos:R:3:mulliken_charge:R:1
C 3.822 2.343 1.393 0.28
C -1.240 2.414 -0.378 0.98
C 3.343 1.545 -5.954 0.45
H -2.857 0.403 -1.930 -0.39
H -2.479 -2.204 3.633 0.50
C -2.152 -2.190 2.587 -0.25
H 4.699 4.191 0.684 0.35
H -3.702 2.023 8.260 0.37
Rb 1.349 -0.112 -1.907 1.07
C 0.184 -6.790 2.634 -0.36
S -3.668 -1.216 -4.786 -0.52
C -3.325 -2.538 1.678 -1.39
H -0.096 1.006 -5.641 0.33
H 1.199 -6.430 2.724 0.40
C -3.355 2.511 4.924 -0.57
H -0.541 2.018 -1.114 -0.69
O 1.168 2.251 -3.130 -0.52
C -4.767 0.516 -0.920 -1.46
C -3.296 0.107 -0.973 0.59
C -2.603 0.942 3.110 -0.77
O 1.627 1.070 0.616 0.00
C 2.628 1.289 -4.769 -0.12
H -2.895 -0.223 7.595 0.37
H -2.994 -2.606 0.642 0.19
H 3.960 2.638 2.433 0.58
H 0.472 -8.483 3.894 0.33
C 2.670 3.851 -6.060 0.27
H -1.933 -0.467 -7.719 0.35
H -1.652 4.174 -1.586 0.36
H -3.461 -8.012 2.273 0.33
H -2.872 3.867 -0.337 0.33
H 4.343 -0.681 -1.533 0.65
C 0.419 -0.458 3.125 0.63
O 2.610 0.150 -4.190 -0.93
H 0.330 -1.192 3.933 0.74
C 4.758 -0.739 -0.533 -0.25
Ge -1.351 -0.410 2.283 0.17
Cl 1.013 4.965 -4.184 -0.30
H 6.552 0.307 -1.050 0.40
C 4.568 -1.445 1.762 -0.34
H 1.026 1.610 2.850 -0.06
H -4.888 1.603 -0.947 0.32
C 3.886 3.035 -0.943 -0.22
H 0.144 1.327 4.342 0.33
H -3.987 2.281 2.165 0.37
Cl 2.689 5.418 -6.823 -0.28
H 3.960 2.023 -1.350 -0.13
C -2.435 -7.676 2.379 -0.54
H -1.351 -2.926 2.490 0.22
H -2.826 2.881 -1.795 0.08
H -3.406 0.527 -7.743 0.36
C 1.061 -3.292 0.658 0.13
H -0.513 0.931 -3.948 -0.54
H -0.189 -0.584 -4.858 0.49
H -3.774 -3.498 1.952 0.37
H 1.826 0.811 4.205 0.40
H -4.112 -1.779 1.733 0.38
H -1.007 -4.394 0.603 0.07
N -0.358 -4.914 1.194 0.40
H 3.984 -1.930 2.533 0.46
C 4.047 -1.382 0.474 -0.12
H 6.200 -0.918 3.041 0.35
C 4.640 3.140 0.382 -0.91
C -0.630 0.409 -4.900 -0.31
C 1.927 3.642 -4.880 0.54
N 0.894 -4.420 1.275 -0.69
C 5.802 -0.877 2.035 -0.66
C 6.000 -0.185 -0.258 -0.69
C -1.546 -8.397 3.168 -0.53
H 4.266 3.719 -1.702 0.56
C -3.484 1.806 7.222 -0.30
Ge -2.208 0.924 0.448 -0.37
H 5.659 2.753 0.321 0.39
H -3.202 -0.977 -0.932 0.39
H -5.314 0.096 -1.767 0.36
H -2.378 -0.702 5.234 0.32
C 0.881 0.894 3.660 -0.69
H 4.007 1.271 1.299 -0.90
C -2.392 0.451 -7.357 -1.22
H -4.081 1.965 -4.380 0.29
C 6.525 -0.248 1.026 -0.39
As -2.471 0.360 -5.428 0.63
H -3.455 3.287 4.175 0.37
H 7.487 0.198 1.243 0.38
Cl 4.303 3.013 -8.055 -0.26
H -5.240 0.165 0.001 0.32
H 1.129 -0.860 2.398 -0.85
C 2.439 3.349 -0.600 0.03
Cl 4.243 0.206 -6.624 -0.26
C -2.033 -6.528 1.721 -0.41
C -0.716 -6.067 1.840 0.47
H -1.866 -9.294 3.682 0.35
H 1.719 3.047 -1.371 -0.44
C -3.182 1.552 2.052 -0.45
C -2.201 3.391 -1.058 -1.28
N 2.413 -2.858 0.826 -0.68
C 1.865 2.419 -4.204 -1.32
N 2.743 -1.873 0.152 0.87
S -0.161 -2.378 -0.157 -0.71
C 3.374 2.798 -6.595 0.20
C -3.031 0.549 6.847 -0.89
H -2.409 2.580 -4.250 0.12
C -2.743 0.277 5.517 0.33
C -2.916 1.244 4.526 0.79
H -0.650 2.926 0.386 0.35
S 2.052 2.474 0.944 0.11
C -3.139 2.105 -4.904 -0.90
H 2.297 4.414 -0.388 0.49
H -3.287 2.727 -5.786 0.47
H -3.974 3.780 6.533 0.36
C -3.639 2.789 6.251 -0.72
H -1.796 1.310 -7.664 0.42
H -2.734 -5.971 1.110 0.37
C -0.238 -7.937 3.283 -0.46
```

For the calculated total energy, the calculation gives -11526.6526 hartree. For the HOMO energy, the calculation gives -1.488 eV. Its spin multiplicity is 1. Its total charge is -2. The LUMO energy comes out at 3.38 eV.